Record 1
The following is a quantum chemistry calculation of C3H4HgO3 as an isolated structure at a distorted geometry, from OMol25.

XYZ file:
```
11
Properties=species:S:1:pos:R:3
H 2.363 0.240 1.431
Hg -1.353 1.031 2.305
O -0.193 -0.348 -1.553
C 0.019 0.982 -1.404
C -0.391 -0.931 -0.238
O -0.843 1.782 -1.751
O 0.714 1.175 -0.315
C 0.265 -0.053 0.745
H -0.001 -1.955 -0.239
H -1.581 -1.221 -0.229
H 1.001 -0.703 1.247
```

Summary:
relative energy (zero: lowest compared OMol25 entry of this formula, charge and spin)	122.4	kcal per mole
charge	-1
Kohn-Sham gap (alpha / beta)	0.22697 / 0.19489	Ha
spin multiplicity	2
calculated total energy	-495.6696	hartree

Record 2
The following is a quantum chemistry calculation of an isolated molecule of C2H4O2S at a distorted geometry, from OMol25.

XYZ file:
```
9
Properties=species:S:1:pos:R:3
C -1.380 -1.126 0.010
C 0.518 0.383 0.122
O -0.245 -0.679 0.412
O 1.834 0.184 0.590
S 0.313 1.488 -1.300
H -1.857 -1.514 0.843
H -1.707 -0.721 -0.879
H 2.147 -0.690 0.749
H 0.379 2.675 -0.547
```

Summary:
relative energy (zero: lowest compared OMol25 entry of this formula, charge and spin)	109.1	kcal per mole
Kohn-Sham gap (alpha / beta)	0.30043 / 0.29455	Ha
spin multiplicity	1
calculated total energy	-627.1103	hartree

Record 3
The following is a quantum chemistry calculation of a 2-piece molecular cluster, C9H14F3IN overall at a distorted geometry, from OMol25.

XYZ file:
```
28
Properties=species:S:1:pos:R:3
C -4.550 1.550 0.165
C -3.987 0.366 0.416
C 1.495 -0.269 -1.413
C 0.747 1.063 -1.086
C 2.273 -0.726 -0.192
C 0.412 1.225 0.414
C 1.344 -1.117 0.968
C 0.142 -0.182 0.958
C -5.953 1.960 -0.309
N -1.059 -0.590 1.185
F -6.285 1.751 -1.584
F -6.139 3.343 -0.212
F -6.847 1.457 0.492
I -5.393 -1.536 0.140
H -3.799 2.289 0.123
H 0.800 -0.995 -1.619
H 2.202 -0.088 -2.314
H 1.203 2.148 -1.342
H -0.204 0.974 -1.588
H 3.050 -1.570 -0.279
H 2.976 0.043 0.168
H 1.086 1.764 1.190
H -0.542 1.840 0.463
H 1.085 -2.179 0.899
H 1.977 -1.061 1.885
H -6.842 -0.697 0.070
H -1.909 0.008 0.966
H -1.308 -1.478 1.646
```

Summary:
charge	+1
Kohn-Sham gap	0.33030	Ha
spin multiplicity	1
calculated total energy	-1002.9745	hartree

Record 4
The following is a quantum chemistry calculation of an isolated molecule of C20H29N3O3S, from OMol25.

XYZ file:
```
56
Properties=species:S:1:pos:R:3
C -2.901 1.689 -4.506
C -3.010 1.199 -3.070
C -1.861 1.670 -2.181
C -2.051 1.323 -0.699
C -2.065 -0.171 -0.377
O -2.993 -0.846 -0.782
N -1.163 -0.691 0.530
C -1.697 -1.537 1.590
C 0.116 -0.044 0.798
C 1.271 -1.059 0.792
N 1.548 -1.325 2.203
C 2.324 -2.308 2.717
O 2.455 -2.447 3.926
C 3.010 -3.200 1.739
C 3.730 -4.222 2.194
C 4.451 -5.152 1.348
C 5.213 -6.235 1.639
C 5.636 -6.711 0.367
C 6.498 -7.892 0.056
N 5.161 -5.966 -0.592
O 4.410 -4.978 0.017
C 0.893 -0.388 3.107
C 0.249 0.614 2.170
C 0.626 2.067 2.248
C -0.739 1.609 2.684
S -0.234 1.035 -2.734
C 0.423 2.471 -3.608
H -3.768 1.377 -5.088
H -2.844 2.780 -4.553
H -2.013 1.280 -4.991
H -3.943 1.558 -2.624
H -3.062 0.110 -3.041
H -1.787 2.759 -2.250
H -1.316 1.867 -0.111
H -3.045 1.656 -0.389
H -2.607 -2.009 1.233
H -0.986 -2.320 1.855
H -1.916 -0.943 2.482
H 0.290 0.668 -0.003
H 0.977 -1.962 0.258
H 2.145 -0.629 0.294
H 2.932 -3.011 0.677
H 3.792 -4.382 3.263
H 5.441 -6.637 2.610
H 6.898 -8.323 0.970
H 5.923 -8.657 -0.464
H 7.328 -7.601 -0.586
H 0.161 -0.913 3.727
H 1.621 0.065 3.782
H 1.330 2.368 3.013
H 0.706 2.617 1.318
H -1.591 1.857 2.064
H -0.949 1.593 3.746
H 1.426 2.207 -3.940
H -0.181 2.718 -4.479
H 0.490 3.333 -2.946
```

Summary:
relative energy (zero: lowest compared OMol25 entry of this formula, charge and spin)	68.9	kcal per mole
Kohn-Sham gap	0.32211	Ha
SMILES	CC[C@@H](CC(=O)N(C)[C@@H]1CN(C(=O)/C=C/c2cc(C)no2)CC12CC2)SC
spin multiplicity	1
calculated total energy	-1567.6169	hartree